{
  "formula": "C17H24ClN4O5",
  "method": "ωB97M-V/def2-TZVPD",
  "elements": ["Cl", "O", "O", "O", "O", "C", "O", "H", "H", "H", "H", "N", "C", "C", "C", "C", "H", "H", "H", "H", "H", "N", "C", "C", "C", "C", "H", "H", "H", "H", "H", "N", "C", "C", "C", "C", "H", "H", "H", "H", "H", "N", "C", "C", "C", "C", "H", "H", "H", "H", "H"],
  "positions_angstrom": [[0.37, -2.03, 0.41], [0.82, -2.87, -0.72], [0.82, -2.55, 1.66], [1.04, -0.80, 0.18], [-1.01, -1.88, 0.42], [0.05, 5.31, 1.44], [0.25, 4.56, 0.25], [-0.06, 4.52, 2.18], [0.84, 5.99, 1.76], [-0.81, 5.98, 1.49], [0.21, 3.61, 0.37], [2.44, 0.31, -5.04], [2.54, -0.61, -6.04], [3.00, 0.12, -7.18], [3.00, 1.54, -6.89], [2.69, 1.57, -5.55], [2.26, 0.14, -4.06], [2.39, -1.65, -5.77], [3.32, -0.38, -8.08], [3.23, 2.25, -7.68], [2.64, 2.46, -4.95], [-2.78, 1.87, 3.34], [-1.87, 1.92, 4.44], [-2.40, 2.76, 5.39], [-3.56, 3.31, 4.83], [-3.77, 2.82, 3.58], [-2.65, 1.19, 2.60], [-1.01, 1.27, 4.32], [-1.95, 2.99, 6.34], [-4.12, 4.10, 5.31], [-4.59, 2.98, 2.90], [3.72, -5.91, 4.63], [4.20, -6.22, 5.87], [4.98, -7.32, 5.65], [5.03, -7.63, 4.29], [4.18, -6.74, 3.68], [3.24, -5.03, 4.45], [4.00, -5.61, 6.74], [5.40, -7.94, 6.43], [5.55, -8.39, 3.71], [3.77, -6.73, 2.68], [-4.49, 0.90, -3.10], [-3.44, 1.64, -3.47], [-3.86, 2.47, -4.52], [-5.19, 2.19, -4.80], [-5.57, 1.19, -3.91], [-4.61, 0.26, -2.32], [-2.54, 1.45, -2.90], [-3.32, 3.17, -5.15], [-5.86, 2.72, -5.46], [-6.53, 0.73, -3.72]],
  "charge": -1,
  "e_homo_ev": -5.91,
  "energy_ha": -1717.30975,
  "de_lowest_kcal_mol": 55.2,
  "e_lumo_ev": 2.417,
  "largest_force_ev_per_a": 4.92
}